Entry P
C2H5FO2 | ωB97M-V/def2-TZVPD

**HOMO energy**: -0.37843 hartree
**Orbital gap**: 11.11 eV
**E_LUMO**: 0.0298 hartree
**SMILES string**: CO[C@H](O)F

Geometry as ORCA input:
```
! wB97M-V def2-TZVPD RIJCOSX def2/J DEFGRID3
* xyz 0 1
C -1.35543 0.13759 0.27464
O -0.17440 0.94156 0.15102
C 0.98993 0.01271 -0.51277
O 1.51623 -0.88237 0.25631
F 1.86524 0.95353 -1.01609
H -1.88299 0.68212 0.92363
H -1.17243 -0.84133 0.72207
H -2.01046 0.04484 -0.60183
H 0.32124 -0.53710 -1.24169
H 1.90306 -0.51155 1.04470
*
```

Entry Q
C2H5FO2 | ωB97M-V/def2-TZVPD

**HOMO energy**: -0.38651 hartree
**Orbital gap**: 11.50 eV
**E_LUMO**: 0.0361 hartree
**SMILES string**: CO[C@H](O)F

Geometry as ORCA input:
```
! wB97M-V def2-TZVPD RIJCOSX def2/J DEFGRID3
* xyz 0 1
C 1.27207 -0.37761 0.08241
O 0.01041 -0.74556 0.39124
C -0.96023 -0.22002 -0.31492
O -1.07088 1.42143 0.09078
F -2.11579 -0.75693 -0.09921
H 1.30050 0.62819 -0.25323
H 1.75505 -1.11003 -0.49314
H 1.90326 -0.44099 1.07669
H -0.63986 -0.04334 -1.42340
H -1.45453 1.64487 0.94277
*
```

Which one sits at the top of the stability order? entry P does.